[1]
# C27H28N2RuSi

A molecular structure, C27H28N2RuSi at a distorted geometry (the ωB97M-V functional and the def2-TZVPD basis, OMol25).

Summary:
gap between HOMO and LUMO (spin up / spin down) = 4.89 / 6.80 eV
charge = +2
HOMO energy (spin up / spin down) = -12.104 / -14.011 eV
multiplicity = 5
calculated total energy = -41869.7165 eV
LUMO energy (spin up / spin down) = -7.210 / -7.214 eV

The geometry in XYZ format:
```
59
C27H28N2RuSi | OMol25 | the ωB97M-V functional and the def2-TZVPD basis
C -0.38942 -1.23704 0.63344
C -0.37441 -1.12970 -0.78062
C 0.99661 -0.91937 -1.18734
H -1.24213 -1.26170 -1.41020
C 1.79475 -0.85086 0.02453
C 0.92439 -1.07342 1.12223
H 1.25127 -1.23994 2.14766
H -1.25764 -1.47936 1.22665
H 1.41982 -1.05048 -2.17784
H 2.88513 -0.84532 0.07507
Ru 0.55015 1.15327 -0.66255
C -0.24877 2.76067 -1.28083
H 0.04440 3.04265 -2.30678
H -0.03592 3.68258 -0.69568
H -1.34896 2.63078 -1.20440
Si -4.07635 -0.12530 -2.06281
C -4.60320 1.02006 -0.61639
C -5.25155 0.04373 0.20251
H -4.95444 -1.01807 0.10511
C -6.33371 0.40152 1.02226
H -6.94095 -0.39785 1.48009
C -6.65057 1.76426 1.18305
H -7.53145 2.02684 1.79250
C -5.85504 2.75292 0.56797
H -6.09186 3.81934 0.72395
C -4.79286 2.39778 -0.28934
H -4.15158 3.18262 -0.72124
C -2.93798 0.40194 -3.42559
C -4.23351 -0.19038 -3.89861
H -5.20814 0.28137 -3.57286
C -4.17130 -1.15082 -4.95998
H -5.13059 -1.53742 -5.31077
C -2.93917 -1.45079 -5.55127
H -2.93268 -2.17740 -6.36361
C -1.75885 -0.77276 -5.18309
H -0.83370 -0.95597 -5.73696
C -1.77479 0.19499 -4.14303
H -0.87038 0.74795 -3.89586
H 0.54794 1.02623 -2.26496
H -3.31021 -1.19151 -1.59838
N 2.28444 2.09217 -0.17332
C 2.34394 2.08819 1.27046
C 3.54243 1.77741 1.85798
C 3.59918 1.74865 3.27196
C 2.46083 1.96260 4.04670
C 1.17381 2.13356 3.45753
C -0.06862 2.18861 4.13497
C -1.25300 2.07891 3.41597
C -1.20932 1.80965 2.03988
N -0.02649 1.77105 1.37636
C 1.13014 2.08754 2.02874
H 2.18475 3.02125 -0.57861
H 3.08941 1.63400 -0.60645
H 4.42561 1.57314 1.23401
H 4.56470 1.57378 3.74938
H 2.51133 1.96012 5.13835
H -0.07553 2.27530 5.22232
H -2.22620 2.14864 3.90268
H -2.12594 1.64624 1.46532
```

[2]
# C6H14NO

A gas-phase ion, C6H14NO (charge +1) at a distorted geometry (the ωB97M-V functional and the def2-TZVPD basis, OMol25).

Summary:
SMILES = C=C[C@](C)([NH2+]C)OC
gap between HOMO and LUMO = 10.52 eV
charge = +1
HOMO energy = -13.826 eV
multiplicity = 1
calculated total energy = -9977.2538 eV
ΔE to the lowest compared entry with this formula, charge and spin = 2.991 eV
LUMO energy = -3.310 eV

The geometry in XYZ format:
```
22
C6H14NO | OMol25 | the ωB97M-V functional and the def2-TZVPD basis
C -0.84168 2.11634 0.06446
C -0.93948 0.86804 0.49787
C -0.01417 -0.19638 -0.05431
C -0.97879 -1.74592 -0.06512
N 1.08685 -0.60966 0.93489
C 1.62906 0.54813 1.74907
O 0.61668 -0.15263 -1.25685
C -0.20366 -0.20732 -2.45465
H -1.67530 2.84330 0.22991
H 0.02093 2.39638 -0.50913
H -1.61630 0.36055 1.08135
H -0.22084 -2.45701 -0.26860
H -1.84441 -1.59468 -0.71744
H -1.31074 -1.76170 1.00643
H 0.58595 -1.18264 1.73326
H 1.82203 -1.14405 0.38001
H 1.00725 0.70330 2.59083
H 2.57187 0.21356 2.11909
H 1.68056 1.44042 1.08645
H 0.39054 0.20137 -3.26304
H -1.10956 0.49694 -2.23464
H -0.65678 -1.13634 -2.64984
```

[3]
# C48H45N3O33

10 unconnected molecules or ions with the total composition C48H45N3O33 at a distorted geometry (the ωB97M-V functional and the def2-TZVPD basis, OMol25).

Summary:
gap between HOMO and LUMO (spin up / spin down) = 3.73 / 1.74 eV
charge = +1
HOMO energy (spin up / spin down) = -10.598 / -10.598 eV
multiplicity = 2
calculated total energy = -122517.7135 eV
ΔE to the lowest compared entry with this formula, charge and spin = 0.782 eV
LUMO energy (spin up / spin down) = -6.870 / -8.863 eV

The geometry in XYZ format:
```
129
C48H45N3O33 | OMol25 | the ωB97M-V functional and the def2-TZVPD basis
C -28.13877 -28.04919 24.13934
N -27.46956 -29.27323 24.62098
O -27.79516 -30.32683 24.14262
O -26.66813 -29.21415 25.55371
H -27.36986 -27.60708 23.50577
H -28.31716 -27.49254 25.05934
H -29.02951 -28.41071 23.62556
C -23.51330 -29.22933 28.14645
N -22.40160 -28.97072 27.10789
O -22.27639 -29.98809 26.41233
O -21.69709 -27.93429 27.17200
H -24.19140 -28.38923 27.99643
H -23.07492 -29.20759 29.14416
H -24.00133 -30.18312 27.94589
C -27.90230 -34.92350 31.04219
C -26.96051 -34.81976 32.22104
C -27.71516 -35.36236 33.51259
O -28.52614 -34.45012 34.11856
C -29.65509 -35.04928 34.69000
N -25.80605 -35.59403 31.91287
H -27.46143 -34.39301 30.19821
H -28.90781 -34.58523 31.29246
H -27.99527 -35.91661 30.60267
H -26.64815 -33.78307 32.34677
H -27.00661 -35.63505 34.29471
H -28.24392 -36.25206 33.17062
H -29.34295 -35.87941 35.32367
H -30.35829 -35.51981 34.00282
H -30.26552 -34.35777 35.27078
H -25.97654 -36.58337 32.02341
H -25.00432 -35.36354 32.48226
C -30.62700 -36.79200 29.32662
C -30.83749 -37.81932 30.20192
C -31.66898 -37.56749 31.44989
O -32.11186 -38.33221 32.31837
C -32.14380 -36.16199 31.55774
C -31.90983 -35.19883 30.65567
C -31.12964 -35.38783 29.36303
O -30.94117 -34.63582 28.39252
O -32.25833 -33.91949 30.82659
O -30.61645 -39.12388 29.88479
H -29.99235 -37.09522 28.50707
H -32.66801 -35.84276 32.44638
H -31.76114 -33.36165 30.22392
H -31.19581 -39.64092 30.44925
C -24.22053 -26.42014 31.60507
C -23.52873 -25.58312 30.78457
C -22.38971 -24.73560 31.24929
O -21.62162 -23.95882 30.60297
C -22.21835 -24.77633 32.69784
C -22.98082 -25.60134 33.50140
C -23.95590 -26.53360 33.06136
O -24.56009 -27.29749 33.86211
O -22.79778 -25.44241 34.86788
O -23.71965 -25.66255 29.43498
H -25.06686 -27.00538 31.27696
H -21.51338 -24.06699 33.10558
H -23.22640 -26.14811 35.35764
H -23.03784 -25.23407 28.91237
C -29.56313 -30.06801 36.51872
C -28.70374 -29.24471 37.20632
C -27.27805 -29.52886 37.48167
O -26.52680 -28.83870 38.10813
C -26.78697 -30.69473 36.74271
C -27.55651 -31.53238 36.01621
C -28.96396 -31.12236 35.73733
O -29.59236 -31.81256 34.89353
O -27.16539 -32.69504 35.52041
O -29.13065 -28.03881 37.74757
H -30.58831 -29.77644 36.34435
H -25.76816 -30.97047 36.97160
H -27.94858 -33.16955 35.23221
H -28.45906 -27.72651 38.35834
C -29.22491 -30.56623 28.84471
C -28.31295 -29.55194 28.76804
C -27.22460 -29.39693 29.75305
O -26.30047 -28.60615 29.59408
C -27.31769 -30.25007 30.93547
C -28.23368 -31.19561 31.08836
C -29.34954 -31.50221 30.08632
O -30.20549 -32.29312 30.32451
O -28.31831 -31.84177 32.31506
O -28.20585 -28.65392 27.70314
H -29.91168 -30.55820 28.01123
H -26.62703 -29.98382 31.72192
H -29.15514 -32.29289 32.44850
H -27.28434 -28.38489 27.71004
C -30.61125 -32.47293 23.92448
C -30.11714 -32.88464 25.14522
C -28.80308 -33.61644 25.31556
O -28.31831 -34.10642 26.39011
C -28.06653 -33.78335 24.00541
C -28.57997 -33.48901 22.75969
C -29.88964 -32.74283 22.68979
O -30.46954 -32.46027 21.58683
O -27.85068 -33.51961 21.60824
O -30.87183 -32.67295 26.24506
H -31.63603 -32.13200 23.92361
H -27.05388 -34.14047 24.12119
H -28.27512 -33.24223 20.79306
H -30.45771 -33.09549 27.00108
C -34.10743 -32.77507 33.75061
C -32.88593 -32.87949 34.33598
C -32.69235 -32.77084 35.79496
O -31.65471 -32.65330 36.45618
C -33.89374 -32.38139 36.44624
C -35.17183 -32.31321 35.87461
C -35.41847 -32.56203 34.40238
O -36.46896 -32.45597 33.80745
O -36.32474 -32.06416 36.58184
O -31.70787 -33.08928 33.65424
H -34.04328 -32.95020 32.68684
H -33.96143 -32.15849 37.50081
H -37.01825 -31.92333 35.93314
H -31.01145 -32.88312 34.28199
C -26.64260 -24.75140 29.12450
C -26.39913 -23.89968 28.03040
C -25.97617 -22.47555 28.18245
O -25.45231 -21.78381 27.28524
C -25.88401 -22.09248 29.59482
C -26.09525 -22.93005 30.63049
C -26.69676 -24.29070 30.54164
O -27.11999 -25.11336 31.39526
O -25.74216 -22.45596 31.90425
O -26.48928 -24.45701 26.74331
H -26.94274 -25.73603 28.79764
H -25.47414 -21.12079 29.82768
H -26.31045 -22.85106 32.56948
H -26.18072 -23.82106 26.09373
```

[4]
# C4H2O2

A molecular structure, C4H2O2 at a distorted geometry (the ωB97M-V functional and the def2-TZVPD basis, OMol25).

Summary:
gap between HOMO and LUMO = 8.04 eV
charge = 0
HOMO energy = -9.315 eV
multiplicity = 1
calculated total energy = -8269.1210 eV
ΔE to the lowest compared entry with this formula, charge and spin = 3.407 eV
LUMO energy = -1.271 eV

The geometry in XYZ format:
```
8
C4H2O2 | OMol25 | the ωB97M-V functional and the def2-TZVPD basis
C -0.68041 0.15005 -0.35832
C -0.02842 -0.86094 0.32160
C -2.26983 0.05528 -0.03621
C -1.78366 -0.90983 -0.92366
O -0.78312 -1.90865 0.33171
O -3.02813 0.82073 0.42159
H -0.31832 1.08562 -0.74099
H 0.95808 -0.88571 0.77717
```